(1)
ORCA calculation (ωB97M-V/def2-TZVPD) on 11 unconnected molecules or ions with the total composition C50H60Br6O.

```
! wB97M-V def2-TZVPD RIJCOSX def2/J DEFGRID3
* xyz 0 1
Br 1.151 0.694 -2.475
Br -1.224 1.069 1.414
Br 2.221 4.283 0.464
Br 6.258 2.216 1.192
Br 3.939 -0.996 1.493
Br 0.562 -2.006 1.956
O -4.381 4.115 3.543
C -2.198 4.188 2.621
C -2.030 -0.041 -6.104
C 0.631 2.231 4.398
C -1.068 -0.431 -5.183
C -4.944 0.692 4.427
C 5.013 -3.869 -1.393
C 2.802 -2.479 -2.358
C -1.471 -5.842 -2.091
C 4.507 3.010 1.490
C -2.758 -5.859 -1.549
C -0.564 -4.867 -1.701
C 2.818 -0.616 3.026
C 2.446 1.797 5.920
C -3.252 -0.762 3.533
C 4.144 2.434 -3.667
C -3.975 -0.660 -0.484
C 3.970 3.479 0.163
C -3.136 -2.173 -5.836
C 1.915 -1.768 3.333
C 5.695 0.895 -2.668
C 4.492 1.139 -3.308
C -2.221 -3.938 -0.219
C 3.885 -3.695 -0.605
C -0.597 0.437 -0.290
C -2.135 -2.582 -4.971
C -4.761 0.394 -0.053
C -3.079 -0.910 -6.403
C -3.644 3.839 2.355
C 6.539 1.956 -2.367
C -5.921 -0.268 4.187
C -3.125 -4.914 -0.603
C 0.641 1.181 -0.680
C -3.777 -0.872 -1.842
C 5.022 3.484 -3.433
C -5.211 0.998 -2.331
C 1.251 3.403 3.990
C -1.101 -1.713 -4.652
C -5.375 1.239 -0.972
C 5.017 -3.350 -2.685
C 2.784 -3.007 -1.083
C -4.424 -0.056 -2.768
C 6.230 3.245 -2.787
C -5.555 -1.477 3.608
C 1.245 1.406 5.329
C 3.060 2.979 5.528
C 2.462 3.781 4.563
C 3.931 -2.642 -3.162
C -0.952 -3.892 -0.796
C -4.225 -1.718 3.277
C -3.622 0.461 4.073
H -4.798 0.574 1.018
H -3.764 2.789 2.064
H 4.685 3.849 2.154
H 3.973 3.313 6.005
H 7.438 1.740 -1.804
H -3.958 -2.687 2.869
H -2.900 1.252 4.242
H 2.894 1.167 6.679
H 3.864 2.667 -0.555
H -6.314 -2.211 3.368
H 2.449 -2.715 3.369
H -5.222 1.642 4.870
H 3.954 -2.173 -4.138
H 0.402 -4.823 -2.192
H 5.975 -0.112 -2.385
H 4.597 4.240 -0.290
H 1.921 -2.950 -0.437
H 3.861 -4.093 0.402
H -6.945 -0.082 4.485
H -0.491 -0.646 -0.261
H 6.909 4.036 -2.493
H -0.304 -2.013 -3.980
H -3.437 -1.276 0.226
H -1.190 -6.591 -2.819
H 3.169 2.654 -4.086
H -1.387 0.627 -1.016
H -0.265 -3.138 -0.441
H 0.787 4.009 3.225
H 1.934 -1.960 -2.745
H -2.482 -3.211 0.541
H 4.744 4.497 -3.698
H 5.864 -4.413 -1.007
H -5.670 1.664 -3.052
H -3.924 -2.840 -6.161
H -4.297 -0.244 -3.827
H -4.021 4.455 1.528
H -2.141 5.258 2.840
H -3.143 -1.676 -2.198
H -2.185 -3.547 -4.479
H -1.838 3.675 3.513
H -0.263 0.266 -4.978
H -5.966 2.076 -0.623
H 1.497 1.096 -0.014
H 0.390 2.239 -0.737
H -3.427 -6.648 -1.868
H -4.115 -4.957 -0.166
H 2.264 0.279 2.752
H -1.578 3.989 1.750
H 5.890 -3.492 -3.313
H 3.833 0.321 -3.565
H 2.942 4.706 4.268
H 0.766 0.500 5.682
H -3.848 -0.578 -7.091
H 3.445 -0.374 3.883
H 1.404 -1.680 4.290
H -5.252 3.715 3.464
H -1.977 0.894 -6.646
H 3.882 2.261 1.963
H -0.326 1.944 3.985
H -2.213 -0.911 3.269
*
```

ΔE to the lowest compared entry with this formula, charge and spin = 0.0 kcal/mol
highest occupied orbital energy = -0.33578 hartree
M = 1156.45 g mol⁻¹
HOMO-LUMO gap = 0.3494 Eh
SMILES = c1ccccc1.c1ccccc1.c1ccccc1.c1ccccc1.c1ccccc1.c1ccccc1.c1ccccc1.BrCCBr.BrCCBr.BrCCBr.CCO

---

(2)
ORCA calculation (ωB97M-V/def2-TZVPD) on a molecular structure, C50H60N10O4STi.

```
! wB97M-V def2-TZVPD RIJCOSX def2/J DEFGRID3
* xyz -2 3
Ti 0.318 0.552 0.576
S -0.142 -1.216 -3.028
O -1.847 5.100 -6.470
O -2.976 6.360 -5.036
O 0.617 1.329 -1.216
O -0.461 2.550 0.208
N -0.335 1.107 2.539
N -2.184 5.398 -5.282
N 2.049 1.681 1.139
N -2.740 -1.636 -2.956
N -1.506 -3.372 -3.821
N -5.737 -0.312 1.603
N -1.587 0.244 -0.247
N -0.493 -1.432 1.364
N 1.802 -0.813 -0.140
N -4.004 0.377 -0.003
C -0.955 2.568 4.236
C -2.315 -2.749 1.861
C -3.618 -3.170 2.471
C -4.881 0.001 0.879
C -0.291 2.849 -3.428
C 4.796 -1.242 -2.357
C 1.168 2.977 3.015
C -3.483 -3.549 3.953
C 5.163 3.404 0.000
C -0.790 3.578 -4.476
C 0.698 -2.990 -0.091
C -1.513 4.237 -1.859
C -1.500 -2.118 -3.290
C 4.978 4.595 -0.950
C 3.262 3.524 1.752
C 3.007 -4.017 -1.648
C -1.672 -1.501 2.060
C -1.530 0.713 3.099
C 3.887 2.960 0.649
C -2.969 0.776 6.255
C -2.023 4.973 -2.896
C -0.367 -5.530 -3.602
C -3.194 1.534 4.940
C -0.395 -2.627 0.710
C -0.143 2.350 -1.003
C 4.801 4.399 3.554
C -0.846 3.696 5.213
C 2.832 -2.570 -1.282
C 3.475 0.877 -0.685
C -2.175 -0.466 2.860
C -1.506 -3.467 1.005
C -2.811 -4.779 -0.704
C 3.707 4.725 2.528
C 4.101 -4.380 -2.649
C -0.639 3.159 -2.097
C -1.672 4.658 -4.231
C -0.313 -4.118 -4.170
C 2.926 -0.367 -0.800
C -1.781 -4.825 0.436
C -1.942 1.649 4.128
C 4.471 -0.552 -3.689
C -2.741 0.304 -0.058
C 1.714 -2.156 -0.440
C 0.037 2.242 3.225
C -4.804 -3.001 -3.403
C -3.915 -1.821 -3.801
C 3.560 -1.455 -1.535
C 0.179 3.412 6.321
C 3.119 1.820 0.297
C 2.124 2.727 2.020
H 5.708 4.057 3.052
H 0.561 -6.062 -3.818
H 5.499 -0.629 -1.786
H -2.582 -0.225 6.057
H -0.506 -5.497 -2.519
H -0.563 4.610 4.685
H -3.118 -0.638 3.363
H 5.894 3.664 0.770
H 3.917 0.372 -3.520
H 4.472 3.604 4.225
H 4.085 5.486 1.840
H -2.589 -3.949 -1.374
H -2.663 -0.731 -2.516
H -5.760 -2.929 -3.925
H 2.052 -4.380 -2.042
H -3.017 -2.737 4.515
H -0.110 2.522 6.883
H -2.814 -5.713 -1.275
H 5.053 5.279 4.153
H 0.370 2.008 -3.598
H -4.364 -3.966 -3.667
H 3.182 -4.574 -0.721
H -3.963 1.023 4.359
H 0.251 4.255 7.012
H 5.585 2.574 -0.570
H -2.244 1.300 6.881
H -1.824 3.869 5.668
H 4.310 1.125 -1.324
H 4.003 -3.798 -3.567
H -3.902 0.682 6.815
H -2.369 -3.886 -3.772
H -4.352 -2.367 2.363
H 4.656 5.485 -0.408
H -1.777 4.467 -0.834
H -2.695 5.802 -2.728
H -3.605 -1.927 -4.845
H 4.031 -5.440 -2.900
H 3.840 -1.199 -4.302
H 0.712 -3.997 -0.483
H 5.092 -4.210 -2.229
H -0.851 -5.259 0.061
H -4.503 -0.908 -3.724
H -4.010 -4.032 1.928
H -0.207 -4.160 -5.260
H 2.853 5.165 3.047
H -0.528 3.353 -5.498
H 1.327 3.839 3.648
H 5.915 4.827 -1.465
H -4.461 -3.760 4.392
H -3.817 -4.627 -0.308
H 4.217 4.366 -1.697
H -3.574 2.534 5.164
H -2.855 -4.436 4.066
H -1.196 -6.092 -4.041
H -4.984 -2.988 -2.328
H 5.382 -0.320 -4.246
H 0.530 -3.557 -3.769
H 1.163 3.226 5.892
H 5.299 -2.184 -2.555
H -2.148 -5.493 1.221
*
```

highest occupied orbital energy (alpha / beta) = -0.01836 / -0.07701 hartree
M = 945.03 g mol⁻¹
HOMO-LUMO gap (alpha / beta) = 0.1556 / 0.2083 Eh
⟨S²⟩ = 2.077

---

(3)
ORCA calculation (ωB97M-V/def2-TZVPD) on 8 unconnected molecules or ions with the total composition C50H60N11O16P2.

```
! wB97M-V def2-TZVPD RIJCOSX def2/J DEFGRID3
* xyz 1 1
P -0.020 -2.913 -4.966
P -0.602 -4.815 -5.974
O -2.197 -4.140 -9.287
O -0.824 -3.667 -0.193
O -2.926 -3.718 -0.609
O -4.744 5.097 3.281
O 0.230 -2.478 4.499
O 0.319 3.125 7.478
O -2.645 5.060 3.724
O 3.084 7.592 -2.955
O 1.368 -1.113 5.703
O 6.225 4.969 7.366
O 4.839 7.240 -4.138
O 1.148 4.389 9.003
O 4.337 4.637 8.330
O -1.497 -0.880 -3.953
O 1.205 -2.308 -5.891
O -0.239 -4.813 -9.868
N -1.442 -4.945 -9.811
N 3.703 6.986 -3.802
N 0.741 -5.148 -1.932
N -1.985 -3.807 0.150
N -3.811 4.947 4.041
N 1.916 -4.904 -4.058
N 5.027 5.125 7.460
N 1.018 3.315 8.454
N 2.567 -3.650 -2.100
N 0.740 -1.395 4.707
N 0.699 -5.265 -6.806
C -2.858 -0.448 -3.706
C 3.114 7.568 4.596
C 2.308 -0.151 8.888
C 1.749 2.172 8.996
C 0.580 -0.355 3.692
C -3.406 -6.309 -10.393
C 5.112 6.520 5.434
C 2.374 6.996 5.624
C 2.997 6.185 6.562
C 4.480 7.327 4.498
C 2.538 2.333 10.126
C 1.407 -4.232 -2.866
C -2.761 -4.682 4.201
C -4.673 3.905 8.043
C 1.630 0.940 8.370
C 3.212 1.235 10.642
C 0.380 -3.111 -3.172
C -3.956 -7.437 -10.983
C -1.752 -8.213 -11.577
C -1.192 -7.087 -10.992
C 1.724 5.558 -4.121
C 3.033 5.866 -4.464
C -3.355 4.092 7.644
C 1.316 -0.869 -5.818
C -5.711 4.075 7.133
C -2.297 0.138 -1.342
C -2.728 0.766 -2.721
C -5.433 4.427 5.820
C -4.111 4.601 5.430
C 1.783 3.727 -5.679
C 1.165 0.888 3.893
C -1.572 -1.849 -4.998
C -0.337 0.375 1.605
C -3.131 -8.385 -11.576
C -1.195 -4.177 2.448
C -2.255 -4.098 1.553
C -3.566 -4.298 1.967
C 1.099 4.482 -4.734
C 1.980 -0.353 -4.490
C -3.815 -4.594 3.299
C 4.364 5.959 6.460
C 0.992 1.881 2.938
C -3.068 4.441 6.333
C 3.091 4.049 -6.021
C 3.094 -0.006 10.026
C 0.238 1.626 1.798
C 3.723 5.125 -5.413
C -0.166 -0.623 2.554
C -2.026 -6.142 -10.408
C -1.454 -4.470 3.778
H 0.098 2.405 1.059
H 3.617 -0.863 10.433
H 1.018 0.816 7.487
H -2.382 0.929 -0.574
H 6.175 6.339 5.353
H 0.478 -4.510 -1.167
H 1.421 -5.778 -1.506
H -4.830 -4.758 3.633
H -3.392 -1.254 -3.159
H -2.392 -2.551 -4.701
H 1.275 -0.310 -3.642
H -1.970 1.484 -3.091
H -1.780 -1.415 -5.996
H 2.221 -1.117 8.408
H 1.440 2.855 3.085
H 3.827 1.346 11.525
H 3.101 -4.473 -1.822
H 1.188 6.140 -3.384
H -0.922 0.179 0.718
H 0.379 -0.321 -6.035
H 1.310 7.184 5.696
H 2.413 5.743 7.359
H -6.736 3.931 7.447
H 1.294 2.883 -6.152
H 2.882 -0.964 -4.314
H -0.578 -3.374 -2.663
H 2.648 -4.372 -4.511
H -2.935 -0.742 -1.151
H -3.565 -9.262 -12.041
H -0.118 -6.959 -10.999
H -6.244 4.557 5.117
H -4.391 -4.230 1.271
H -0.618 -1.594 2.396
H 1.750 1.096 4.779
H 3.620 3.459 -6.759
H 5.053 7.772 3.695
H 2.636 3.295 10.609
H 4.740 5.371 -5.683
H -2.959 -4.918 5.240
H -5.030 -7.575 -10.984
H -2.550 3.961 8.355
H -1.113 -8.956 -12.037
H -3.345 -0.157 -4.658
H -4.054 -5.575 -9.934
H -0.914 -5.835 -5.035
H -3.723 1.257 -2.671
H 2.305 0.687 -4.715
H -0.638 -4.536 4.485
H -4.893 3.625 9.066
H -1.223 -0.118 -1.442
H 2.026 -0.587 -6.624
H -0.175 -4.015 2.126
H -1.641 -4.606 -6.929
H 0.461 -5.311 -7.796
H 2.244 -5.840 -3.848
H 2.626 8.205 3.869
H 0.079 4.230 -4.474
H -2.039 4.582 6.032
H 3.186 -3.175 -2.761
H 0.737 -2.169 -2.716
*
```

highest occupied orbital energy = -0.40545 hartree
M = 1133.04 g mol⁻¹
HOMO-LUMO gap = 0.3017 Eh